25
Properties=species:S:1:pos:R:3 method="wB97M-V/def2-TZVPD" e_above_lowest_kcal_mol=51.9 homo_ev="-12.21 / -12.21" spin_multiplicity=1 charge=+1 gap_ha="0.25157 / 0.25147" e_tot_ha=-606.310592
C 1.0448 -0.0744 -1.6272
C 0.6859 -3.8803 1.1122
C -0.1828 -3.0812 0.4783
C 1.9473 -3.2382 1.0318
C -0.9068 3.2325 0.4624
C -0.3488 2.7234 1.6029
C 0.5626 -1.9580 -0.0935
C -0.8491 1.0440 0.2830
C -1.6509 2.3532 -1.7630
C 0.1007 -0.8721 -0.8849
N 1.8345 0.5917 -2.1849
N 1.9107 -2.1851 0.2310
N -1.0761 2.1389 -0.4303
N -0.4468 1.3604 1.4837
H 0.5293 -4.7368 1.6200
H -1.1956 -3.2754 0.2678
H 2.9801 -3.6761 1.2335
H -0.7943 4.2791 0.1049
H -0.3349 3.3240 2.4837
H -1.1315 1.8522 -2.5805
H -2.6914 2.1671 -1.7798
H -1.6719 3.4727 -1.9806
H -0.8961 -0.6831 -1.1479
H 2.6912 -1.5862 0.0031
H -0.1101 0.7076 2.0744



23
Properties=species:S:1:pos:R:3 method="wB97M-V/def2-TZVPD" e_above_lowest_kcal_mol=107.8 homo_ev=-7.56 spin_multiplicity=1 charge=0 gap_ha=0.28276 e_tot_ha=-517.500843
C 1.4012 -0.6459 -1.5126
C 1.2097 0.0484 2.1081
C 0.1903 0.9188 2.1139
C 0.9273 -0.3142 -0.3075
C 0.5229 -0.2787 -2.6044
C -0.8038 0.7733 -1.5676
C 1.6469 -0.7375 0.8868
C -0.6019 1.2878 0.8903
C -0.4562 0.2140 -0.1686
C -1.3608 -1.0167 0.0864
N -1.6173 1.4231 -2.2573
O 0.3024 -0.4678 -3.7730
H 2.3699 -1.1684 -1.6964
H 1.6700 -0.1559 2.9657
H -0.2057 1.3444 3.0195
H 2.8321 -0.6018 0.6965
H 1.5677 -1.9398 1.0332
H -1.6877 1.3958 1.3488
H -0.3258 2.3491 0.4537
H -1.3383 -1.7775 -0.7716
H -2.5008 -0.8311 0.0662
H -1.1643 -1.5089 0.9827
H -2.5778 1.6895 -1.9927



23
Properties=species:S:1:pos:R:3 method="wB97M-V/def2-TZVPD" e_above_lowest_kcal_mol=86.4 smiles=C[C@@]12Nc3ccccc3[C@]1(C)O2 homo_ev=-7.88 spin_multiplicity=1 charge=0 gap_ha=0.32327 e_tot_ha=-517.534906
C 2.5431 1.2097 0.1214
C 1.1972 0.6827 0.4152
N 0.0994 1.5120 0.1712
C -1.1487 0.8901 0.2185
C -2.3869 1.4766 0.1120
C -3.5517 0.6894 0.2406
C -3.3458 -0.6933 0.0971
C -2.0428 -1.3362 0.0740
C -0.9735 -0.5179 0.1214
C 0.8281 -0.6898 0.3445
C 1.6202 -1.8212 -0.0976
O 1.1143 -0.1466 1.6175
H 3.1026 0.8797 -0.8221
H 3.2446 1.1791 0.8988
H 2.2296 2.2001 -0.1121
H 0.2127 2.5414 0.2463
H -2.3983 2.5956 0.1561
H -4.4534 1.0467 -0.0040
H -4.2116 -1.2499 0.2232
H -1.9124 -2.2824 -0.1424
H 2.6314 -1.3959 0.1558
H 1.3644 -1.9209 -1.1477
H 1.5211 -2.7991 0.4476



23
Properties=species:S:1:pos:R:3 method="wB97M-V/def2-TZVPD" e_above_lowest_kcal_mol=11.9 smiles="CS[C@@]1(C)C=Cc2cccnc21" homo_ev=-8.36 spin_multiplicity=1 charge=0 gap_ha=0.33199 e_tot_ha=-840.530674
C -1.4199 -0.6509 2.3034
S -2.3585 -0.8184 0.7735
C -1.2445 -0.0145 -0.4106
C -1.5737 -0.5964 -1.8506
C -1.2357 1.5881 -0.6395
C -0.0217 1.9929 -0.5437
C 0.9421 0.9561 -0.2424
C 2.2784 0.9240 -0.1034
C 2.8866 -0.2717 0.3052
C 2.0386 -1.3850 0.2334
N 0.7252 -1.4340 0.0071
C 0.1624 -0.2766 -0.1330
H -0.8574 -1.4920 2.4800
H -2.1976 -0.5799 3.0993
H -0.6913 0.2722 2.3043
H -1.1245 0.1329 -2.5329
H -2.5558 -0.9320 -2.1117
H -0.9898 -1.5842 -1.9171
H -2.2305 1.9924 -0.9514
H 0.3262 3.0557 -0.7343
H 2.8774 1.8786 -0.1176
H 3.9020 -0.3883 0.4538
H 2.3621 -2.3689 0.3282



32
Properties=species:S:1:pos:R:3 method="wB97M-V/def2-TZVPD" e_above_lowest_kcal_mol=0.0 homo_ev="-14.87 / -14.87" spin_multiplicity=1 charge=+2 gap_ha="0.18412 / 0.19327" e_tot_ha=-4757.687269
Mo -0.2881 0.3684 2.5580
N -0.2648 -1.2984 4.2790
C 0.9794 -2.1165 4.1849
C 1.6239 -1.7300 2.8738
O 2.0726 -2.4112 2.0208
O 1.4517 -0.3487 2.7178
H -0.3216 -0.8599 5.1938
H -1.0865 -1.8882 4.1976
H 0.7655 -3.1817 4.1918
H 1.6471 -1.8764 5.0106
S -0.6004 2.1499 4.1043
As -0.2754 3.5945 2.5632
S 0.1742 2.1983 1.0202
S -2.2769 -0.2497 2.2177
S -0.4507 5.5368 2.5974
C 1.2982 0.1226 -1.3552
Te -0.0520 -0.8468 -0.0411
C -1.5875 -0.1083 -1.2948
C -0.8762 0.0298 -2.6207
C -1.5986 0.0576 -3.8079
C -0.9336 0.2352 -5.0110
C 0.4475 0.3752 -5.0325
C 1.1726 0.3308 -3.8528
C 0.5072 0.1620 -2.6436
H 2.1881 -0.5038 -1.3895
H 1.5700 1.0974 -0.9491
H -1.9073 0.8423 -0.8620
H -2.4256 -0.8018 -1.2922
H -2.6748 -0.0591 -3.7953
H -1.4945 0.2530 -5.9354
H 0.9650 0.5049 -5.9731
H 2.2512 0.4217 -3.8747



33
Properties=species:S:1:pos:R:3 method="wB97M-V/def2-TZVPD" e_above_lowest_kcal_mol=50.1 homo_ev=-5.49 spin_multiplicity=1 charge=-1 gap_ha=0.29450 e_tot_ha=-1427.773936
Ba 1.1239 -0.8415 -0.0143
C 6.8601 -0.7838 -5.7915
C 6.0878 -0.5895 -4.5086
C 4.8639 -1.2230 -4.3039
C 4.1555 -1.0375 -3.1268
C 4.6648 -0.2067 -2.1361
C 5.8814 0.4305 -2.3136
C 6.5811 0.2305 -3.4992
S 3.7570 0.0648 -0.6539
O 3.3979 -1.3303 -0.2742
O 4.6605 0.7483 0.2523
N 2.5276 0.8642 -1.1380
C 2.1288 2.0458 -0.2897
C 1.2954 1.5219 0.9156
O 0.1134 1.8557 1.0567
O 1.8645 0.5550 1.5492
H 6.3697 -1.5079 -6.4439
H 7.8714 -1.1483 -5.5961
H 6.9539 0.1514 -6.3502
H 4.4635 -1.8766 -5.0731
H 3.2135 -1.5493 -2.9775
H 6.2708 1.0598 -1.5241
H 7.5391 0.7236 -3.6390
H 1.5225 2.7261 -0.8748
H 3.0206 2.5611 0.0731
N -1.7712 -0.0792 -0.3673
N -2.4750 -1.2988 -0.2807
C -1.7545 -2.4897 0.0095
O -2.4009 -3.4649 0.3696
O -0.4759 -2.3874 -0.1687
H -1.7798 0.4665 0.4908
H -2.1571 0.4725 -1.1229
H -3.3683 -1.2820 0.1952



36
Properties=species:S:1:pos:R:3 method="wB97M-V/def2-TZVPD" e_above_lowest_kcal_mol=5.2 s_squared=0.75 homo_ev="-8.59 / -8.31" spin_multiplicity=2 charge=0 gap_ha="0.25594 / 0.24551" e_tot_ha=-4573.880242
Re -0.3798 -0.8979 -1.0946
O -4.1359 2.6338 2.2010
C -3.2625 1.9080 1.4718
C -2.5998 2.4248 0.3574
C -1.7299 1.5860 -0.3133
N -1.5404 0.3390 0.0834
C -2.1363 -0.1602 1.1550
C -3.0222 0.5980 1.8961
C -1.6744 -1.5666 1.4013
O -1.9632 -2.2266 2.3546
O -0.8486 -1.9677 0.4168
C -0.8392 1.8929 -1.4821
O -0.7684 2.9456 -2.0343
O -0.0799 0.8132 -1.8040
H -4.2484 3.5119 1.8246
H -2.7367 3.4396 0.0088
H -3.5002 0.1844 2.7712
C 2.5798 1.0149 -0.0937
P 1.6573 -0.4959 0.2646
C 1.3031 -0.3668 2.0431
C 2.8381 -1.8647 0.2018
H 3.4742 1.0613 0.5292
H 1.9530 1.8810 0.1234
H 2.8580 1.0461 -1.1422
H 2.2219 -0.1335 2.5834
H 0.9015 -1.3078 2.4200
H 0.5815 0.4278 2.2386
H 3.6018 -1.7285 0.9696
H 3.3060 -1.9089 -0.7769
H 2.3095 -2.8015 0.3806
O 0.7989 -1.1423 -4.3165
Cl 1.6827 -1.7198 -3.3706
O 0.7836 -2.2291 -2.1806
O 2.3494 -2.8808 -3.8215
O 2.5807 -0.7561 -2.8168
Br -2.3154 -1.5537 -2.4491



26
Properties=species:S:1:pos:R:3 method="wB97M-V/def2-TZVPD" e_above_lowest_kcal_mol=97.1 smiles="CC(C)([C@H](Br)c1ccccc1)[N+](=O)[O-]" homo_ev=-9.60 spin_multiplicity=1 charge=0 gap_ha=0.36295 e_tot_ha=-3167.365083
C -1.9873 -1.1967 -0.5259
C -0.6109 -1.0933 -1.1015
C 0.3609 -1.9651 -0.2280
C -0.0870 0.4004 -1.2245
Br 1.2569 0.5954 -2.6165
C 0.4172 1.0382 0.0548
C -0.5410 1.6277 0.9131
C -0.1386 2.0525 2.1876
C 1.1893 1.9123 2.6498
C 2.1428 1.4055 1.7537
C 1.7178 0.8779 0.5324
N -0.7232 -1.5839 -2.4737
O -1.6153 -0.9934 -3.1340
O -0.0296 -2.4547 -2.8483
H -2.6717 -0.2990 -0.8424
H -1.8919 -1.0940 0.5881
H -2.4464 -2.1059 -0.7711
H 1.2135 -1.7030 -0.8599
H 0.0888 -3.0432 -0.2507
H 0.4560 -1.4348 0.7488
H -0.9119 0.8955 -1.5987
H -1.5152 1.7653 0.5800
H -0.9890 2.2842 2.7245
H 1.7074 2.3340 3.5446
H 3.1565 1.3613 2.2809
H 2.4521 0.4169 -0.0832



43
Properties=species:S:1:pos:R:3 method="wB97M-V/def2-TZVPD" homo_ev=-12.11 spin_multiplicity=1 charge=+1 gap_ha=0.28070 e_tot_ha=-8105.019585
C -0.7964 4.1208 -3.8361
C -0.3740 3.4302 -2.4019
I 0.6705 4.7592 -0.9581
C -0.6880 1.9756 -2.1012
I -1.6716 0.6176 -3.5448
N -0.2569 1.5109 -0.7020
C 0.9331 0.6654 -0.3029
N 0.7412 0.6635 1.2042
C -0.5039 1.4571 1.5824
N -1.0700 1.7441 2.7999
N -1.1332 1.9801 0.2979
H 0.1177 3.9191 -4.5739
H -0.9014 5.2808 -3.6317
H -1.8236 3.7526 -4.2687
H 1.7510 0.1897 -0.9914
H -0.6546 2.3765 3.5384
H -2.0398 1.3596 2.9788
H -2.0115 2.5545 0.1723
C -1.7546 -2.1239 2.1036
Cl -1.0158 -3.7328 2.1745
Cl -2.5682 -1.8810 0.5482
Cl -2.8938 -1.9028 3.4426
H -0.9626 -1.3767 2.1983
C -6.2679 -0.3727 -3.2736
Cl -6.8869 1.1482 -2.6079
Cl -5.9859 -0.2198 -5.0163
Cl -4.7792 -0.8553 -2.4426
H -7.0194 -1.1500 -3.1132
C 5.1962 4.7558 -2.0818
Cl 4.3499 3.2091 -2.2583
Cl 4.1496 6.0975 -2.5760
Cl 5.7451 4.9775 -0.4117
H 6.0733 4.7448 -2.7340
C 0.6035 -5.9318 4.8571
Cl 1.2067 -4.3394 5.3468
Cl 1.8453 -6.8168 3.9545
Cl 0.0818 -6.8617 6.2723
H -0.2600 -5.7867 4.2029
C 4.2551 -4.7082 1.2408
Cl 4.9940 -6.3171 1.3118
Cl 3.4416 -4.4653 -0.3145
Cl 3.1160 -4.4872 2.5799
H 5.0472 -3.9610 1.3356



36
Properties=species:S:1:pos:R:3 method="wB97M-V/def2-TZVPD" e_above_lowest_kcal_mol=2.7 s_squared=0.82 homo_ev="-17.32 / -17.31" spin_multiplicity=2 charge=+2 gap_ha="0.29422 / 0.31701" e_tot_ha=-3497.343476
V 0.4388 -0.0002 -0.1305
N -3.5134 -0.0721 -0.8535
C -2.2367 -0.2683 -1.0077
O -1.4658 -0.3910 0.0056
C -1.5699 -0.3569 -2.3446
C -0.0697 -0.2909 -2.1184
H -3.9281 -0.0267 0.0686
H -4.1215 0.0280 -1.6543
H -1.9222 0.4432 -2.9980
H -1.8697 -1.3020 -2.8050
H 0.3961 0.5962 -2.5509
H 0.4671 -1.1879 -2.4206
F 3.5714 -6.1014 -0.3742
C 3.3976 -5.4684 0.7855
F 4.5937 -5.1910 1.3045
F 2.7368 -6.2644 1.6193
C 2.6386 -4.1702 0.5466
C 3.2045 -3.2102 -0.2863
C 2.5171 -2.0398 -0.4959
N 1.3259 -1.7939 0.0924
C 0.7831 -2.7313 0.8954
C 1.4090 -3.9345 1.1397
H 4.1620 -3.3728 -0.7623
H 2.9206 -1.2614 -1.1321
H -0.1723 -2.4939 1.3441
H 0.9474 -4.6673 1.7860
Cl -0.0092 0.2624 2.4232
C 1.5420 0.6417 3.3096
Cl 2.9270 -0.0829 2.5341
H 1.4023 0.2269 4.3008
H 1.6265 1.7218 3.3123
O 1.7644 3.2222 0.6257
Cl 1.3168 2.4676 -0.4541
O 1.4459 3.0301 -1.7219
O 2.0138 1.0668 -0.4414
O -0.0816 1.9510 -0.2115



57
Properties=species:S:1:pos:R:3 method="wB97M-V/def2-TZVPD" s_squared=0.77 homo_ev="-3.76 / -3.76" spin_multiplicity=2 charge=-2 gap_ha="0.11621 / 0.06055" e_tot_ha=-8483.735804
Cu -19.0190 -6.6764 -17.5037
C -20.0670 -9.4564 -10.6586
F -21.3113 -9.6130 -10.2252
F -19.2186 -9.5099 -9.6193
F -19.8658 -10.3598 -11.6373
S -19.9448 -7.6939 -11.5606
O -21.3040 -7.0757 -11.5576
O -19.0872 -6.9352 -10.6621
O -19.3811 -7.8332 -12.9355
C -16.9371 0.2797 -15.4183
F -18.1779 0.6896 -15.4309
F -16.3853 0.2526 -16.6963
F -16.1434 1.0403 -14.6074
S -16.8163 -1.5632 -14.7033
O -15.3372 -1.8521 -14.6421
O -17.3534 -1.5748 -13.3461
O -17.6006 -2.4329 -15.6094
C -12.0055 -8.7625 -18.6028
F -10.7534 -8.6403 -18.9583
F -12.7564 -9.4504 -19.5220
F -12.1117 -9.4001 -17.5078
S -12.7905 -6.9985 -18.2220
O -14.2491 -7.1744 -17.9772
O -12.1543 -6.3886 -17.0305
O -12.5955 -6.1287 -19.3404
C -24.7214 -2.3840 -17.9000
F -25.8771 -1.8565 -17.5521
F -24.6851 -2.6111 -19.2400
F -23.8051 -1.5382 -17.5035
S -24.5388 -4.0021 -16.8936
O -25.5731 -4.8778 -17.4350
O -23.1337 -4.5083 -17.0455
O -24.8169 -3.6209 -15.4739
Cl -19.7577 -14.7694 -19.1746
C -17.9569 -14.4568 -19.2709
C -17.3230 -13.8493 -17.9734
Cl -17.9451 -12.1705 -17.8423
H -17.6811 -13.8997 -20.1662
H -17.5231 -15.4169 -19.5503
H -16.2387 -13.7887 -18.0664
H -17.5199 -14.4422 -17.0802
Cl -22.2102 -8.8835 -21.6643
C -22.9368 -9.7485 -23.0522
C -24.1584 -9.0252 -23.5672
Cl -23.6956 -7.4292 -24.3306
H -23.2780 -10.7352 -22.7393
H -22.1969 -9.8247 -23.8489
H -24.8757 -8.7689 -22.7875
H -24.7410 -9.6626 -24.2324
Cl -18.1203 -3.5473 -22.2542
C -16.7220 -2.9789 -23.2408
C -17.2290 -2.4789 -24.6185
Cl -17.9012 -3.9193 -25.5899
H -15.9938 -3.7899 -23.2446
H -16.3123 -2.1255 -22.7006
H -16.4020 -2.0527 -25.1865
H -18.0581 -1.7718 -24.5932



26
Properties=species:S:1:pos:R:3 method="wB97M-V/def2-TZVPD" e_above_lowest_kcal_mol=67.8 homo_ev="-6.69 / -6.56" spin_multiplicity=1 charge=0 gap_ha="0.24630 / 0.22689" e_tot_ha=-697.333117
C 2.0100 -2.9670 0.5401
C 0.8183 -2.6654 1.0719
C 2.8112 -2.0646 -0.1801
C 0.3767 -1.4057 1.1286
C 2.4781 -0.7240 -0.0635
C 1.2076 -0.3033 0.5328
C -0.0600 1.6700 0.9159
C -0.7296 2.5202 -0.2188
C 0.3768 1.2826 -1.9012
C -2.0003 0.9092 -1.5390
N 1.0933 1.0148 0.4420
N -0.7930 1.6973 -1.3985
F 0.4048 0.0370 -2.4248
F 1.1810 2.0248 -2.5982
H 2.1941 -3.9450 0.6423
H 0.1234 -3.4829 1.4946
H 3.7986 -2.4322 -0.5426
H -0.6644 -1.2955 1.5396
H 2.9154 0.1114 -0.6125
H 0.2277 2.3581 1.7244
H -0.7235 0.9468 1.3783
H -1.7548 2.7870 0.0775
H -0.2032 3.3985 -0.3500
H -2.1359 0.9346 -2.5995
H -1.8216 -0.1578 -1.4074
H -2.7286 1.3316 -0.8610